(1)
Molecular formula: C37H45N2O
Method: DFT, ωB97M-V/def2-TZVPD

Last column: Löwdin charge in e.
CARTESIAN COORDINATES (ANGSTROEM)
C1 -4.80137 2.46895 3.71288  -0.04
C2 -3.96333 1.46872 2.98642  -0.27
C3 -3.32651 0.45443 3.67640  0.00
C4 -2.57432 -0.52135 3.03863  -0.19
C5 -1.97885 -1.57166 3.91833  -0.03
C6 -2.42001 -0.46609 1.64333  -0.13
C7 -1.62046 -1.51267 0.86903  -0.31
C8 -2.35939 -2.85016 0.77480  -0.03
C9 -0.14196 -1.66096 1.31654  -0.12
C10 0.58121 -0.35986 1.33493  0.15
C11 1.87439 -0.06190 1.73902  -0.09
C12 2.37426 1.27185 1.50070  -0.16
C13 1.55748 2.29397 0.77924  -0.02
C14 3.64701 1.61103 1.90022  0.02
C15 4.49125 0.70612 2.53200  -0.20
C16 5.86974 1.10854 2.93065  -0.01
C17 4.02248 -0.58550 2.75641  0.01
C18 2.76210 -0.99823 2.38285  -0.14
C19 2.37715 -2.40076 2.70220  -0.01
C20 -3.06316 0.56341 0.93203  -0.22
C21 -2.99008 0.67510 -0.55793  -0.04
C22 -3.81711 1.50865 1.61340  -0.01
H1 -5.24874 3.20012 3.03562  0.08
H2 -5.61662 1.97460 4.24512  0.09
H3 -4.20555 3.01641 4.44549  0.09
H4 -3.41966 0.42236 4.74813  0.13
H5 -1.64576 -2.45266 3.37708  0.06
H6 -1.12819 -1.17064 4.47172  0.09
H7 -2.71743 -1.91768 4.64474  0.09
H8 -1.54342 -1.13260 -0.16079  0.12
H9 -3.37379 -2.71584 0.39567  0.09
H10 -1.84608 -3.54271 0.10646  0.08
H11 -2.44387 -3.33835 1.74314  0.07
H12 -0.09313 -2.13175 2.29708  0.09
H13 0.36938 -2.35032 0.63260  0.15
H14 0.01138 0.45838 0.93640  0.11
H15 2.09658 3.23944 0.69567  0.09
H16 1.32396 1.96631 -0.23552  0.10
H17 0.61899 2.49716 1.29784  0.10
H18 4.00850 2.60589 1.70417  0.13
H19 6.39751 0.28926 3.41981  0.09
H20 6.45659 1.41242 2.06233  0.11
H21 5.84578 1.94664 3.62738  0.07
H22 4.67904 -1.28780 3.23843  0.12
H23 3.23626 -2.97016 3.06256  0.10
H24 1.61559 -2.42853 3.48314  0.10
H25 2.00894 -2.92083 1.81872  0.09
H26 -3.58664 1.51225 -0.92951  0.09
H27 -1.96445 0.83989 -0.89051  0.08
H28 -3.36977 -0.22903 -1.03661  0.09
H29 -4.30085 2.29480 1.05987  0.11
C23 5.61601 4.41645 8.10797  -0.06
N1 5.34558 3.81064 6.80081  -0.23
C24 5.68811 4.61348 5.62660  -0.06
C25 4.52166 2.64861 6.68177  -0.23
C26 3.14697 2.71673 6.94467  0.04
C27 2.39065 1.58837 6.89634  0.01
N2 2.93876 0.35946 6.61009  -0.01
C28 2.19207 -0.82935 6.62661  -0.04
C29 0.86930 -0.92067 7.04838  -0.41
C30 0.15572 -2.22329 7.02351  -0.16
C31 -1.21998 -2.22739 7.21756  -0.04
C32 -1.94115 -3.40068 7.19789  -0.08
C33 -1.29092 -4.59814 6.97818  -0.08
C34 0.07549 -4.61553 6.79078  -0.08
C35 0.79641 -3.44150 6.81955  -0.04
O1 0.23621 0.07682 7.44836  -0.02
C36 4.28208 0.29076 6.31477  -0.03
C37 5.06666 1.40120 6.34024  0.00
H30 5.26914 3.75881 8.90300  0.09
H31 6.68723 4.56271 8.22845  0.08
H32 5.11000 5.37498 8.20642  0.08
H33 5.32758 4.12057 4.72628  0.07
H34 5.22398 5.59621 5.68889  0.08
H35 6.76755 4.72521 5.55854  0.08
H36 2.70448 3.67061 7.17670  0.13
H37 1.33591 1.63234 7.09706  0.11
H38 2.69966 -1.71550 6.30337  0.08
H39 -1.70820 -1.28342 7.38658  0.11
H40 -3.01021 -3.37807 7.33268  0.11
H41 -1.85348 -5.51633 6.94941  0.10
H42 0.57918 -5.55012 6.60742  0.10
H43 1.86268 -3.47308 6.69995  0.10
H44 4.70197 -0.66914 6.07785  0.13
H45 6.11799 1.33569 6.12968  0.12

Summary:
* total charge: +1
* LUMO: -5.284 eV
* E_HOMO: -9.34 eV


(2)
Molecular formula: C37H46N7O
Method: DFT, ωB97M-V/def2-TZVPD

Last column: Löwdin charge in e.
CARTESIAN COORDINATES (ANGSTROEM)
C1 -4.54107 -2.47962 1.19833  -0.01
N1 -3.62370 -1.54079 1.79473  -0.04
C2 -4.03057 -0.28791 2.17911  -0.35
O1 -5.14001 0.19896 1.97099  0.09
C3 -2.84034 0.38984 2.87052  -0.17
C4 -3.16911 0.91447 4.27288  -0.08
C5 -4.19755 2.01927 4.23422  -0.23
C6 -3.77598 3.30505 3.93258  -0.07
C7 -4.67944 4.33297 3.68718  -0.08
C8 -6.05021 4.08197 3.84642  -0.08
C9 -6.48937 2.80855 4.24038  -0.07
C10 -5.56499 1.78168 4.44313  -0.04
N2 -1.84166 -0.66493 2.86622  -0.01
C11 -0.58701 -0.37924 3.31446  -0.08
C12 0.40697 -1.26022 3.58400  -0.07
C13 1.74161 -0.69035 3.93037  -0.15
C14 2.83739 -1.80317 4.01973  -0.21
C15 4.07549 -1.61350 3.34513  -0.05
C16 5.00956 -2.64040 3.28743  -0.02
C17 4.75379 -3.91341 3.86948  -0.20
N3 5.58235 -4.97537 3.59162  -0.18
C18 5.34492 -6.30451 4.16241  -0.05
C19 6.71145 -4.89815 2.65214  -0.04
C20 3.54360 -4.06299 4.64028  0.00
C21 2.58440 -3.04446 4.63646  -0.06
C22 -2.32990 -1.94697 2.32997  -0.48
C23 -2.49821 -2.98978 3.44162  0.00
C24 -1.44413 -2.50709 1.20653  0.01
H1 -5.48405 -1.97724 1.00025  0.10
H2 -4.13754 -2.86782 0.25792  0.09
H3 -4.70652 -3.32485 1.87572  0.09
H4 -2.44727 1.20339 2.22550  0.17
H5 -3.49980 0.06903 4.90024  0.13
H6 -2.23771 1.31340 4.69075  0.09
H7 -2.70688 3.48290 3.89831  0.06
H8 -4.31429 5.31584 3.40087  0.10
H9 -6.76884 4.87378 3.65787  0.10
H10 -7.55402 2.60938 4.40461  0.11
H11 -5.87792 0.78063 4.73717  0.11
H12 -0.40196 0.69803 3.44686  0.11
H13 0.23318 -2.35231 3.55003  0.10
H14 2.11457 0.06711 3.18703  0.13
H15 4.30584 -0.69367 2.76174  0.13
H16 5.93429 -2.43699 2.71025  0.10
H17 5.00407 -6.22488 5.20077  0.08
H18 4.59508 -6.89485 3.60180  0.10
H19 6.29836 -6.84588 4.12364  0.09
H20 7.00419 -3.88056 2.37530  0.07
H21 7.57217 -5.37487 3.13641  0.09
H22 6.52582 -5.45013 1.70518  0.10
H23 3.28814 -5.00118 5.15471  0.10
H24 1.60001 -3.27994 5.05993  0.11
H25 -3.36413 -2.72737 4.06801  0.10
H26 -2.66359 -3.98201 2.99839  0.09
H27 -1.60489 -3.02744 4.07736  0.07
H28 -1.55228 -1.86671 0.31789  0.10
H29 -0.39096 -2.52508 1.51837  0.07
H30 -1.79176 -3.52711 0.97822  0.09
C25 -1.83172 8.74022 5.33427  -0.07
C26 -0.54205 8.59573 4.78372  -0.07
C27 -0.06220 7.32508 4.48542  -0.04
C28 -0.83809 6.16395 4.73995  -0.17
C29 -0.24986 4.84756 4.50837  -0.19
C30 1.07144 4.58956 4.18738  0.02
N4 1.22238 3.24851 4.30549  -0.11
C31 2.48050 2.50965 4.31579  -0.05
C32 2.50066 1.47803 5.43517  -0.25
C33 3.71288 0.71667 5.88643  -0.11
C34 3.10029 -0.37462 6.77936  -0.12
C35 1.59557 -0.42956 6.45658  -0.09
N5 1.51829 0.34697 5.17983  -0.02
N6 0.02557 2.67807 4.63056  0.03
N7 -0.86697 3.63232 4.71917  0.09
C36 -2.12902 6.33707 5.28869  -0.03
C37 -2.63455 7.61021 5.56919  -0.06
H31 -2.19923 9.72618 5.58145  0.10
H32 0.08038 9.47140 4.59687  0.11
H33 0.94270 7.19799 4.06219  0.10
H34 1.88210 5.27176 3.97315  0.13
H35 2.64064 2.01129 3.33806  0.13
H36 3.23157 3.31499 4.46374  0.15
H37 2.07983 1.98256 6.32260  0.17
H38 4.17995 0.29795 4.99359  0.10
H39 4.46745 1.32990 6.39395  0.14
H40 3.58925 -1.32934 6.58389  0.11
H41 3.19990 -0.12887 7.83536  0.12
H42 1.15751 -1.41982 6.35945  0.12
H43 1.01269 0.13785 7.19831  0.14
H44 0.60539 0.83749 5.02779  0.11
H45 -2.72060 5.45303 5.51530  0.10
H46 -3.63706 7.71943 5.97177  0.11

Summary:
* energy relative to the best compared isomer or geometry (same formula, charge and spin): 0.000 eV
* total charge: +1
* LUMO: -1.923 eV
* E_HOMO: -10.11 eV


| no. | M (Da) |
| --- | --- |
| 1 | 533.780 |
| 2 | 604.823 |